Entry 1:
The following is a DFT calculation (ωB97M-V with the def2-TZVPD basis set) of the ion C23H36BNO3P with charge -1 in a non-equilibrium geometry.

Each line ends with the Löwdin charge.
Cartesian coordinates (Å):
C  5.3371  1.7910  -1.2951  -0.22
C  4.2218  1.3846  -0.3241  -0.47
P  2.8465  2.6457  -0.3240  0.95
C  3.0131  3.3705  1.3821  -0.35
B  1.1147  1.7438  -0.2161  -0.89
O  1.0345  0.3389  0.2684  -0.07
C  0.0193  -0.2830  -0.5015  -0.15
C  -0.7334  0.7898  -1.3064  -0.41
C  -2.0594  1.2284  -0.6133  -0.10
C  -2.0777  2.5957  0.0830  -0.18
C  -2.4236  2.4976  1.5753  -0.18
C  -1.2988  1.9457  2.4432  -0.13
N  -1.7828  1.5132  3.7556  -0.12
C  -1.5147  2.1766  4.9115  -0.10
C  -2.1299  1.4872  5.9377  -0.12
C  -2.7838  0.3844  5.3660  -0.12
C  -2.5482  0.4234  4.0055  -0.11
C  -1.0297  0.4611  -2.7963  -0.05
C  -1.5717  -0.9086  -3.1981  -0.35
C  -2.9915  -1.1732  -2.7102  -0.05
O  -0.6414  -1.9628  -2.9418  -0.12
C  -0.9996  -2.9588  -2.0255  -0.20
C  0.2092  -3.8428  -1.7646  -0.19
C  1.2227  -3.9451  -2.7132  -0.02
C  2.3305  -4.7536  -2.4449  -0.08
C  2.4084  -5.4418  -1.2357  -0.11
C  1.3934  -5.3425  -0.2895  -0.09
C  0.2851  -4.5373  -0.5569  -0.04
O  0.2462  1.8126  -1.4038  -0.06
H  5.7826  2.7189  -0.9425  0.05
H  4.9044  1.9896  -2.2710  0.04
H  6.1368  1.0509  -1.3508  0.05
H  3.8480  0.3848  -0.5332  0.06
H  4.6637  1.3461  0.6734  0.05
H  4.0468  3.3702  1.7175  0.01
H  2.5614  4.3545  1.4241  0.01
H  2.4535  2.7345  2.0716  0.02
H  0.5580  2.4475  0.6605  0.06
H  0.5247  -1.0169  -1.1307  0.12
H  -0.6002  -0.8896  0.1741  0.11
H  -2.3181  0.4801  0.1395  0.10
H  -2.8717  1.2123  -1.3328  0.09
H  -1.1585  3.1517  -0.0573  0.09
H  -2.8745  3.2040  -0.3470  0.10
H  -2.6421  3.5130  1.9114  0.11
H  -3.3191  1.8930  1.7078  0.10
H  -0.8411  1.0935  1.9428  0.12
H  -0.5012  2.6669  2.5452  0.11
H  -0.9194  3.0654  4.9462  0.11
H  -2.1070  1.7524  6.9788  0.08
H  -3.3591  -0.3686  5.8714  0.08
H  -2.8960  -0.2476  3.2461  0.11
H  -0.1203  0.6625  -3.3518  0.13
H  -1.7641  1.1960  -3.1212  0.12
H  -1.6638  -0.8746  -4.2879  0.14
H  -3.3828  -2.0843  -3.1530  0.08
H  -3.0766  -1.1742  -1.6284  0.07
H  -3.6177  -0.3612  -3.0718  0.08
H  -1.7802  -3.6115  -2.4233  0.13
H  -1.2987  -2.5535  -1.0618  0.11
H  1.1817  -3.4012  -3.6397  0.11
H  3.1334  -4.8215  -3.1611  0.09
H  3.2807  -6.0471  -1.0326  0.09
H  1.4528  -5.8535  0.6589  0.09
H  -0.5125  -4.4234  0.1613  0.11

Forces on atoms 1 to 6 (eV/Å):
C -0.269 -0.010 0.334
C 0.315 0.213 0.194
P 0.423 0.396 -0.741
C -0.433 -0.917 0.123
B -1.070 0.294 1.411
O -0.334 0.269 -0.544

Properties
HOMO-LUMO gap	6.14	eV
net charge	-1
ΔE to the lowest compared entry with this formula, charge and spin	0.00	kcal/mol
molecular weight	416.3	g/mol
spin multiplicity	1

***

Entry 2:
The following is a DFT calculation (ωB97M-V with the def2-TZVPD basis set) of a structure of composition C3H9N3S in a non-equilibrium geometry.

Each line ends with the Löwdin charge.
Cartesian coordinates (Å):
C  -2.8687  -0.5385  0.9022  -0.20
C  0.6223  -0.0081  0.2724  -0.31
C  2.8413  0.4579  -0.6537  -0.18
H  -2.5939  -1.6470  1.4538  0.10
H  -3.6789  0.1775  1.3069  0.06
H  -3.3222  -1.0918  -0.2826  0.15
H  -1.5166  1.0520  1.7780  0.21
H  0.8278  0.5097  1.2728  0.13
H  3.1136  1.0599  0.2937  0.08
H  2.9198  1.1224  -1.6543  0.10
H  3.7712  -0.4559  -0.6441  0.14
H  -0.2208  0.2199  -2.0447  0.01
N  -1.7386  0.4129  0.6853  -0.24
N  -0.6793  -0.0310  -0.0324  -0.15
N  1.6172  -0.3530  -0.5909  -0.60
S  0.9059  -0.8870  -2.0625  0.70

Forces on atoms 1 to 6 (eV/Å):
C -0.490 -2.431 -2.335
C -4.302 2.311 2.640
C 3.605 -1.515 -0.642
H -0.805 3.479 -0.857
H 1.039 -1.970 -0.250
H 1.536 2.270 3.481

Properties
HOMO-LUMO gap	8.75	eV
net charge	0
ΔE to the lowest compared entry with this formula, charge and spin	152.24	kcal/mol
molecular weight	119.2	g/mol
spin multiplicity	1

***

Entry 3:
The following is a DFT calculation (ωB97M-V with the def2-TZVPD basis set) of a structure of composition C28H23CdN5O9S3Sb.

Each line ends with the Löwdin charge.
Cartesian coordinates (Å):
Cd  -0.6675  -1.4540  2.2913  1.28
C  -0.3750  -5.4818  4.6265  -0.02
C  0.0484  -4.0664  4.3028  -0.40
O  -0.8404  -3.3293  3.8445  -0.18
C  1.4084  -3.6331  4.5506  -0.11
C  2.3130  -4.5348  5.1566  -0.06
C  3.6128  -4.2053  5.4284  -0.12
C  4.0582  -2.9115  5.0829  -0.11
C  3.2242  -2.0077  4.4959  -0.03
C  1.8525  -2.3121  4.2067  -0.41
O  1.1184  -1.4111  3.6910  -0.23
H  -1.3827  -5.6224  4.2465  0.09
H  -0.3853  -5.6178  5.7104  0.09
H  0.2995  -6.2203  4.1949  0.08
H  1.9607  -5.5211  5.4279  0.10
H  4.2803  -4.9121  5.9025  0.08
H  5.0844  -2.6281  5.2946  0.09
H  3.5560  -1.0079  4.2454  0.11
S  -3.2898  -2.5888  6.1824  -0.21
Sb  -1.6311  -1.2375  5.5519  0.06
S  0.0262  -0.8618  6.9897  -0.16
S  -2.0145  0.1790  3.7866  -0.18
O  0.1340  -2.6587  0.4184  -0.09
C  -1.0431  -2.6905  -0.0275  -0.66
O  -2.0218  -2.2624  0.6440  -0.10
C  -1.2701  -3.2076  -1.4169  -0.14
C  -0.3078  -2.9495  -2.3761  0.06
C  -0.4958  -3.3650  -3.7104  -0.17
C  -1.6623  -4.0894  -4.0362  0.06
C  -2.5754  -4.3259  -3.0363  -0.15
C  -2.4427  -3.8976  -1.7247  0.02
N  -3.8047  -5.0911  -3.3942  -0.35
O  -4.5798  -5.3775  -2.4968  0.04
O  -3.9631  -5.4268  -4.5559  0.04
N  0.4382  -3.0816  -4.6831  -0.43
O  1.5022  -2.4547  -4.3568  -0.12
O  0.2548  -3.5298  -5.8657  -0.13
H  0.5995  -2.4249  -2.1216  0.11
H  -1.8111  -4.4315  -5.0461  0.11
H  -3.2068  -4.0752  -0.9865  0.12
C  0.8643  9.1173  -4.0857  -0.06
C  0.1703  7.8906  -3.5598  -0.29
C  0.5816  7.2658  -2.3933  -0.05
C  -0.0626  6.1400  -1.8913  -0.03
C  -1.1420  5.5906  -2.5782  -0.25
N  -1.8624  4.4682  -2.1444  0.13
C  -1.5166  3.4092  -1.3004  -0.51
O  -2.3816  2.7771  -0.7387  0.09
N  -0.1803  3.1221  -1.2605  0.14
C  0.4414  2.0745  -0.5483  -0.19
C  1.7680  1.8010  -0.8515  -0.01
C  2.4311  0.7979  -0.1736  -0.04
C  1.7369  0.0780  0.7822  -0.14
N  0.4639  0.3351  1.0622  0.01
C  -0.1873  1.3076  0.4300  -0.05
C  -1.5698  6.2191  -3.7511  -0.02
C  -0.9282  7.3469  -4.2232  -0.05
H  1.7836  9.3132  -3.5339  0.07
H  0.2318  10.0035  -3.9999  0.08
H  1.1263  9.0053  -5.1394  0.08
H  1.4204  7.6704  -1.8388  0.11
H  0.2569  5.7214  -0.9488  0.11
H  -2.8481  4.4538  -2.3496  0.15
H  0.4024  3.5862  -1.9361  0.13
H  2.2691  2.3626  -1.6327  0.11
H  3.4579  0.5524  -0.4041  0.11
H  2.1861  -0.7406  1.3296  0.10
H  -1.2272  1.4507  0.6809  0.10
H  -2.4049  5.8004  -4.2989  0.11
H  -1.2817  7.8054  -5.1400  0.11

Forces on atoms 1 to 6 (eV/Å):
Cd 0.140 0.029 0.085
C 0.017 0.007 0.047
C 0.154 0.052 -0.033
O -0.048 0.250 0.042
C -0.123 -0.175 0.019
C 0.033 0.009 0.008

Properties
HOMO-LUMO gap (spin up / spin down)	3.64 / 6.59	eV
net charge	-2
ΔE to the lowest compared entry with this formula, charge and spin	0.00	kcal/mol
<S²>	0.77
molecular weight	903.9	g/mol
spin multiplicity	2

***

Entry 4:
The following is a DFT calculation (ωB97M-V with the def2-TZVPD basis set) of a structure of composition C14H25AlN5O6S in a non-equilibrium geometry.

Each line ends with the Löwdin charge.
Cartesian coordinates (Å):
O  -0.4162  0.1582  -2.3993  0.00
H  -0.0601  0.9004  -2.9252  0.16
Al  0.3398  -0.3096  -0.7242  -0.14
N  0.4938  1.2209  0.4761  -0.12
N  1.8821  0.5559  -1.4796  -0.17
N  -0.7583  -1.3280  0.4919  -0.01
N  0.5431  -2.0498  -1.4458  -0.02
O  -0.2427  1.4506  1.5431  -0.17
O  -1.3154  -0.8505  1.6642  -0.02
O  1.3205  -2.2753  -2.5369  0.05
O  2.4687  0.0809  -2.5315  -0.11
C  2.2748  1.7224  -0.9298  -0.24
C  1.4983  2.0906  0.1938  -0.21
C  -1.0067  -2.6079  0.1442  -0.20
C  -0.2408  -3.0244  -0.9802  -0.20
C  1.7216  3.2455  1.0897  0.01
H  2.0169  2.9201  2.0948  0.08
H  0.8064  3.8447  1.1736  0.10
H  2.5162  3.8817  0.6878  0.08
C  3.4461  2.4455  -1.4778  0.00
H  3.4132  2.4586  -2.5741  0.09
H  4.3794  1.9565  -1.1654  0.11
H  3.4640  3.4782  -1.1146  0.08
C  -1.9621  -3.4754  0.8770  0.02
C  -0.2941  -4.3789  -1.5820  0.03
H  -2.4562  -2.9130  1.6750  0.09
H  -1.4560  -4.3500  1.3117  0.11
H  -2.7293  -3.8646  0.1904  0.11
H  0.3407  -4.4300  -2.4693  0.10
H  -1.3258  -4.6259  -1.8633  0.11
H  0.0425  -5.1267  -0.8539  0.11
H  -0.9284  0.1224  1.7189  0.05
H  1.8665  -1.4044  -2.6265  0.08
C  -1.6280  0.6482  -1.5205  0.07
H  -1.3887  1.4725  -0.8317  0.10
H  -2.1096  -0.2251  -1.0548  0.11
H  -2.3210  1.0396  -2.2725  0.12
O  -3.2403  2.5323  1.3439  -0.07
H  -3.7559  1.7624  1.6286  0.04
H  -2.3289  2.3268  1.6406  0.01
S  2.4041  -1.2949  0.8255  0.82
C  2.0069  -0.8225  2.4063  -0.69
N  1.0592  -1.5505  3.0818  0.06
C  0.5131  -1.1344  4.2589  -0.04
C  0.9923  0.0131  4.8621  -0.04
C  2.0133  0.7479  4.2402  -0.02
C  2.5461  0.3043  3.0364  -0.08
H  0.7212  -2.4041  2.6425  0.14
H  -0.2855  -1.7595  4.6500  0.14
H  0.5583  0.3375  5.8084  0.12
H  2.3890  1.6666  4.6913  0.13
H  3.3620  0.8034  2.5167  0.12

Forces on atoms 1 to 6 (eV/Å):
O -2.476 0.718 1.741
H -0.066 -0.234 0.392
Al 2.964 0.631 1.290
N 2.087 2.014 -0.930
N 1.291 2.313 1.070
N -1.562 -2.667 0.751

Properties
HOMO-LUMO gap (spin up / spin down)	5.84 / 5.85	eV
net charge	+1
ΔE to the lowest compared entry with this formula, charge and spin	0.00	kcal/mol
molecular weight	418.4	g/mol
spin multiplicity	1

***

Entry 5:
The following is a DFT calculation (ωB97M-V with the def2-TZVPD basis set) of a structure of composition C42H41FN7O10SW in a non-equilibrium geometry.

Each line ends with the Löwdin charge.
Cartesian coordinates (Å):
W  -0.8526  2.0784  -0.1426  1.77
C  0.0655  5.6371  0.7110  -0.02
C  -0.2459  5.5396  -0.7511  -0.29
C  -0.4545  6.7739  -1.4374  -0.02
C  -0.7163  6.7835  -2.7579  -0.01
C  -0.7181  5.5596  -3.4686  -0.16
C  -0.9022  5.5072  -4.8707  -0.06
C  -0.8398  4.3078  -5.5118  -0.09
C  -0.5950  3.1254  -4.7789  -0.11
C  -0.4315  3.1401  -3.4160  -0.56
S  -0.0704  1.6850  -2.5393  0.79
C  -0.5011  4.3838  -2.7306  -0.23
N  -0.3188  4.3890  -1.3675  0.10
H  0.6251  6.5573  0.8899  0.09
H  0.6555  4.7926  1.0470  0.07
H  -0.8561  5.6852  1.2915  0.08
H  -0.4232  7.6909  -0.8619  0.11
H  -0.9029  7.7117  -3.2893  0.12
H  -1.0892  6.4282  -5.4111  0.10
H  -0.9763  4.2557  -6.5859  0.10
H  -0.5376  2.1716  -5.2910  0.09
C  5.9547  -1.6711  0.7307  -0.07
C  5.4455  -1.2426  -0.6384  -0.21
N  4.0402  -0.8602  -0.6239  -0.04
C  3.7304  0.4575  -0.4173  0.02
C  2.4665  0.8975  -0.2856  -0.06
C  2.2533  2.3341  0.0403  -0.55
O  3.1782  3.1206  0.0946  0.07
O  1.0256  2.6526  0.3257  -0.20
C  1.3916  -0.0270  -0.3817  -0.31
O  0.1304  0.2949  -0.3134  -0.37
C  1.6864  -1.3966  -0.5050  -0.05
C  0.6519  -2.3709  -0.5139  0.07
C  0.9864  -3.7010  -0.5844  -0.22
F  -0.0123  -4.6294  -0.5190  0.04
C  2.2843  -4.1483  -0.6890  -0.20
C  3.3282  -3.1832  -0.6999  0.01
C  3.0433  -1.8336  -0.6067  -0.12
N  2.6541  -5.5319  -0.7409  -0.10
C  3.1460  -6.0270  0.5324  -0.15
C  3.9116  -7.3108  0.3225  -0.09
N  2.9746  -8.2966  -0.3413  0.05
C  2.4525  -7.7516  -1.6552  -0.09
C  1.7278  -6.4586  -1.3485  -0.17
H  7.0066  -1.9612  0.6790  0.07
H  5.3768  -2.5135  1.1149  0.06
H  5.8574  -0.8491  1.4420  0.08
H  5.5848  -2.0335  -1.3768  0.11
H  6.0055  -0.3802  -0.9963  0.12
H  4.5575  1.1515  -0.3493  0.14
H  -0.3856  -2.0665  -0.4535  0.11
H  4.3448  -3.5404  -0.8020  0.09
H  2.3250  -6.1997  1.2527  0.15
H  3.8143  -5.2917  0.9765  0.14
H  4.2676  -7.7549  1.2494  0.13
H  4.7390  -7.1579  -0.3669  0.14
H  2.1715  -8.4307  0.2769  0.18
H  3.4212  -9.2025  -0.4641  0.17
H  1.7983  -8.5052  -2.0896  0.13
H  3.3174  -7.5850  -2.2931  0.14
H  0.8618  -6.6860  -0.7060  0.13
H  1.3366  -6.0377  -2.2730  0.15
O  -0.2084  1.0849  6.9299  -0.04
C  -0.2150  0.1192  6.1452  -0.69
O  -0.1061  -1.1091  6.3416  -0.06
C  -0.3605  0.5157  4.6615  -0.08
C  -0.1659  -0.4034  3.6504  0.03
C  -0.2800  -0.0210  2.3207  -0.06
N  -0.5926  1.2251  1.9792  0.02
C  -0.8263  2.0964  2.9496  -0.19
C  -0.7086  1.8111  4.2823  0.08
C  -1.3391  3.4084  2.4350  -0.52
O  -1.5811  4.3761  3.0951  0.13
O  -1.5439  3.3372  1.1190  -0.23
H  0.0636  -1.4247  3.9237  0.11
H  -0.1370  -0.7180  1.5130  0.10
H  -0.8939  2.5746  5.0253  0.13
C  -5.1120  2.5101  0.7510  -0.09
N  -5.0757  1.5480  1.8396  -0.24
C  -6.1554  0.5924  1.7416  -0.13
C  -3.7504  0.9621  2.0391  -0.16
C  -3.2562  0.0677  0.9135  -0.21
C  -3.7982  -1.2238  0.9142  -0.08
C  -3.6338  -2.0962  -0.1469  -0.10
C  -2.9301  -1.6500  -1.2557  -0.11
C  -2.3253  -0.4034  -1.2292  -0.15
C  -2.4204  0.4770  -0.1451  -0.18
H  -6.0922  2.9919  0.7343  0.09
H  -4.9360  2.0580  -0.2359  0.09
H  -4.3603  3.2819  0.9133  0.08
H  -7.1062  1.1311  1.7713  0.08
H  -6.1276  -0.0928  2.5943  0.08
H  -6.1395  -0.0105  0.8187  0.08
H  -3.7872  0.3918  2.9727  0.13
H  -3.0844  1.7974  2.1867  0.08
H  -4.3709  -1.5383  1.7814  0.10
H  -4.0544  -3.0953  -0.1119  0.09
H  -2.8107  -2.2841  -2.1286  0.10
H  -1.7430  -0.1070  -2.0872  0.03
O  -3.0433  4.7722  -0.6135  0.04
N  -3.2202  3.8736  -1.4120  -0.52
O  -4.0407  3.9191  -2.3184  0.04
O  -2.4975  2.7784  -1.3896  -0.25

Forces on atoms 1 to 6 (eV/Å):
W 0.285 -0.802 -2.034
C -0.027 0.087 -0.077
C 0.116 0.398 0.216
C 0.060 -0.042 0.345
C -0.053 0.031 -0.289
C -0.037 0.107 -0.096

Properties
HOMO-LUMO gap (spin up / spin down)	2.84 / 4.36	eV
net charge	-1
ΔE to the lowest compared entry with this formula, charge and spin	0.00	kcal/mol
<S²>	2.04
molecular weight	1038.7	g/mol
spin multiplicity	3

***

Entry 6:
The following is a DFT calculation (ωB97M-V with the def2-TZVPD basis set) of a cluster of 2 separate species, C2H10N4O in total in a non-equilibrium geometry.

Each line ends with the Löwdin charge.
Cartesian coordinates (Å):
C  -1.0275  -1.7040  -0.0216  -0.11
N  -0.1350  0.5921  1.4360  -0.03
C  -0.9873  -0.3112  -0.6187  -0.33
N  -1.0998  0.7514  0.3429  -0.15
H  -0.6255  0.0793  2.1675  0.07
H  0.0362  1.5303  1.7872  0.08
H  -1.7835  -0.1606  -1.3508  0.11
H  -1.0443  -2.4492  -0.8138  0.07
H  -1.9236  -1.8290  0.5866  0.07
H  -0.1574  -1.8796  0.6079  0.06
N  1.5139  1.0705  -1.3252  -0.16
N  2.2867  0.5075  -0.3973  0.07
O  0.9026  2.0807  -0.9295  -0.11
H  -0.7781  1.6133  -0.1568  0.08
H  0.0349  -0.1485  -1.1896  0.09
H  2.8014  -0.3061  -0.7029  0.10
H  1.9862  0.5632  0.5781  0.09

Forces on atoms 1 to 6 (eV/Å):
C -0.145 0.221 0.000
N 0.151 -0.188 -0.240
C 2.226 0.138 -1.244
N -0.259 1.304 0.246
H 0.081 0.306 -0.071
H -0.177 -0.131 0.088

Properties
HOMO-LUMO gap	8.69	eV
net charge	0
ΔE to the lowest compared entry with this formula, charge and spin	107.67	kcal/mol
SMILES string	CCNN.NN=O
molecular weight	106.1	g/mol
spin multiplicity	1